No. 1
The following is a quantum chemistry calculation of a structure of composition C21H69B3NO36P9, from the OMol25 dataset.

Gap between HOMO and LUMO, eV: 7.5
LUMO energy, eV: -1.5
E_tot, a.u.: -6752.28584

The geometry in ORCA input format:
```
! RIJCOSX wB97M-V def2-TZVPD def2/J DEFGRID3
* xyz 0 1
O 5.2491 4.4919 -1.6113
O 4.2203 2.3561 -1.3224
C 2.1732 0.2063 -3.6468
H 10.0480 2.4315 -7.0131
H 12.0051 0.7067 -4.5000
H -7.0096 -5.7148 4.5943
C 5.4682 1.7147 -0.9750
H -1.2902 -1.3123 -2.1675
H 1.6247 0.8649 -2.9795
P 1.3005 0.5126 1.7774
H 1.0787 2.3612 0.7691
O -7.7381 -0.8688 4.8261
H 5.4753 4.3935 -9.7987
O -1.1259 -0.9086 1.0223
C 13.6708 2.2857 -2.4240
H -10.6195 -0.1983 2.2689
O 1.8314 1.8551 1.0975
O -8.8576 -7.3890 2.9990
O 3.9119 4.9083 0.3192
H 5.9742 2.2112 -0.1503
H 9.5484 4.1085 -7.2731
C 6.4182 3.9117 -9.5409
O -4.9406 0.0625 1.3107
O -7.1632 -1.5010 9.3398
C -8.9893 -8.7914 2.7299
P -9.4366 -6.8758 4.3739
H -9.4860 -9.5653 6.1508
H -10.1812 -8.0156 6.6813
O 0.6023 -2.8444 -5.3316
O 11.8733 4.7135 -3.2055
H -7.3538 -5.4475 6.3153
C -7.5647 -2.5571 10.2117
O 5.7402 2.7091 -6.9465
P 6.8074 3.7624 -6.9534
O -10.6659 -1.3622 5.0419
O 5.8314 4.9029 -6.2543
H -9.1463 -0.5315 1.3264
O -9.0530 -5.5417 5.1271
H 12.8047 2.4058 -1.7751
H -3.6846 -1.1139 7.7941
O -10.8834 -7.0782 4.4919
H 14.5505 2.7013 -1.9345
H 3.0919 -0.1125 -3.1602
O 0.2045 -0.2900 -0.8113
P -9.3038 -0.7148 4.5384
O -3.2103 0.0067 3.1592
O -8.5956 -7.9017 5.3212
O -9.2523 -1.5312 3.1255
H -8.9546 -8.9009 1.6493
H -8.2628 -2.1513 10.9432
O -5.6921 -1.0216 7.5182
H -9.9385 -9.1742 3.1010
H 5.2513 0.6874 -0.6925
H 4.2408 4.4002 -7.4955
H 13.8407 1.2269 -2.6173
H 4.9107 6.0444 -7.7287
O 8.0032 2.6709 -7.2022
H 2.4677 -1.2258 2.1648
O -8.4957 -1.3345 7.3431
H 13.4251 5.7466 -4.2090
C 9.3518 3.0733 -7.5437
H -11.3162 -3.0484 6.0548
O 2.9417 -1.8035 -5.5201
H -7.5457 -4.1207 5.1593
H -6.6889 -2.9404 10.7369
H -9.5546 0.2654 6.7683
H -4.3533 2.4181 2.2766
C -9.8998 -0.9655 1.9856
C 1.5982 -1.4319 -7.9095
C -9.0114 -0.0127 7.6609
O -9.5995 0.7216 4.4061
C 5.1878 4.8024 -3.0058
O 10.9107 2.6165 -3.4199
C -7.6513 -5.1930 5.3022
O 6.9492 4.5408 -8.3708
B 0.0542 -0.3263 0.5530
H -5.9108 -0.1584 4.2745
H 4.9030 6.6581 -0.1965
P 11.9892 3.3703 -4.1156
H 1.0304 -1.0015 -8.7301
C -9.2598 -8.5318 6.4161
P -7.0422 -1.7997 7.7418
C -6.8638 -0.3854 3.8009
H 4.4258 -2.9105 -4.6431
H 3.4667 6.8138 0.8335
O 11.9841 2.5283 -5.5075
O -3.5768 2.1330 1.7721
H 2.8165 -3.6599 -4.5646
O -6.9250 -3.2311 7.4370
H -9.7603 -3.2548 5.2403
H 3.2670 6.4735 -0.8979
O 13.4914 2.9586 -3.6755
H 6.1179 1.7218 -1.8485
P 3.9209 3.8805 -0.9031
B -1.0689 -0.4962 -1.3433
O 2.6450 4.1173 -1.6113
H 6.1189 4.4848 -3.4712
H -6.7102 -1.1568 3.0485
C 4.6734 5.2671 -7.0010
H 1.4189 -2.5051 -7.8708
C -4.5792 -1.4071 8.3365
H -4.6145 -0.8784 9.2865
N 0.5563 0.7844 3.1075
H 7.1238 4.0550 -10.3586
H 13.5374 5.6788 -2.4417
H 12.3304 6.7250 -3.2164
P -3.4930 0.5495 1.8236
H 2.6562 -1.2268 -8.0566
H 3.7132 -3.6238 -6.1011
C 3.4943 -3.0745 -5.1844
H -8.0459 -3.3695 9.6686
H 13.4604 1.0632 -5.4813
H 9.4913 2.9492 -8.6174
C -10.7444 -2.8058 5.1636
H -5.0064 -0.8800 1.5127
O 2.6602 -0.2989 1.9902
H 4.3572 4.2990 -3.4983
B -2.1454 -0.0756 0.5782
H -8.1589 -9.3354 3.1744
P 1.3351 -1.5754 -5.3642
H -7.2587 0.5183 3.3390
H 11.9261 0.6583 -6.2737
H 2.4190 0.7450 -4.5598
C 12.8540 5.7748 -3.2838
O 1.3565 -0.9650 -3.9065
H -8.5865 -8.5281 7.2727
H -4.5658 -2.4836 8.4994
H 3.9647 5.6654 -6.2772
H 6.2556 2.8460 -9.3858
H -11.2532 -3.2075 4.2902
O -2.0800 0.2704 -0.7459
C 3.8906 6.2962 -0.0234
H -0.3997 0.4461 3.1325
H 5.0908 5.8812 -3.1354
O 1.1354 -0.7876 -6.7154
H -8.2344 0.7194 7.8666
H -10.4165 -1.7633 1.4529
H -9.6747 -0.0922 8.5187
C 12.3769 1.1569 -5.4181
*
```



No. 2
The following is a quantum chemistry calculation of a cluster of 15 separate species, C21H72O21 in total, from the OMol25 dataset.

Gap between HOMO and LUMO, eV: 9.8
Energy relative to the best compared isomer or geometry (same formula, charge and spin), kcal/mol: 0.00
LUMO energy, eV: 0.3
E_tot, a.u.: -2423.07499

The geometry in ORCA input format:
```
! RIJCOSX wB97M-V def2-TZVPD def2/J DEFGRID3
* xyz 0 1
H -1.5066 -14.6664 -0.4647
C 0.8175 -24.3432 -1.0207
C -0.6095 -16.3079 -4.2858
H 0.2431 -16.9623 -4.0175
C -1.8063 -20.3086 -1.6509
H -0.7970 -19.9472 -1.8265
O -3.0799 -14.3360 -1.7995
C 0.2117 -20.4348 -5.4579
O 1.7329 -26.2816 -2.0944
H -1.9701 -24.6536 3.1497
O -0.3133 -24.9328 -0.4864
H -2.4940 -17.8806 2.4989
H -8.8219 -20.0959 -1.8324
H -4.5533 -26.4686 -4.1541
H -4.3989 -25.0181 -2.0705
O -2.0331 -15.6587 -6.1717
H -4.7420 -21.5214 -1.4767
H -2.0565 -24.4564 -3.4714
O 0.3154 -17.7528 0.3759
O -2.2155 -20.3884 -0.3921
H -1.4737 -16.7052 -3.7442
O -0.4147 -14.9088 -3.8590
H -2.2852 -14.2051 -2.3199
O -4.8964 -16.3921 -2.6085
H -3.6026 -24.0141 3.0118
H 0.5434 -23.8879 -1.9840
O 1.7841 -19.9297 -1.2694
C -6.8736 -18.9380 -0.6739
O -8.6987 -19.2857 -2.3249
H -0.8612 -25.2727 -1.2028
C -2.7979 -19.5197 -2.4894
O -2.8085 -18.1798 -2.1674
H -3.8857 -22.7582 -0.5105
H -3.8134 -25.7930 -5.7231
H 1.9730 -17.1408 -0.6081
O 0.3125 -20.4179 0.9031
H -4.4499 -15.5678 -2.2799
C -7.9428 -18.3692 -1.5623
H -0.1434 -21.1324 2.8276
H -1.6701 -23.6868 1.0206
H -2.7056 -19.4047 1.6278
H -6.5197 -18.2515 0.0646
C -2.5642 -14.4132 -0.4237
H 3.8362 -20.0880 -1.2659
H 0.3426 -21.5110 -5.2790
H 1.4019 -20.3231 2.6912
O -4.8982 -21.3143 0.5486
C 2.9793 -20.3431 -1.9230
H -4.2666 -21.1948 -6.7970
H 2.9907 -21.3754 -2.3248
H -3.2763 -22.9296 -5.7985
H 0.6853 -15.8392 -0.3536
C -2.9317 -18.3179 1.5836
H -5.5135 -15.2924 -4.2809
O -7.5442 -20.0693 -0.0938
O -3.4513 -22.2296 -5.1816
H -6.9296 -22.5778 -0.6396
H -1.8114 -21.2699 -2.1676
O -4.2774 -24.9794 -5.5100
C 1.2731 -16.6883 0.1220
O -2.5609 -25.0352 -2.9118
C -3.9984 -24.7274 -3.0109
H -3.1257 -15.2215 0.0951
C -4.4184 -21.3844 -5.7530
C -5.0436 -16.2282 -4.0029
H 0.9867 -20.0296 -6.1178
H -5.7456 -25.2782 -4.1140
H -4.0215 -18.3045 1.7242
C -4.6974 -25.3994 -4.1942
H -6.0516 -19.3203 -1.3172
O -2.3985 -23.3812 1.5663
H 2.7769 -24.6707 -1.4671
H -5.4365 -21.6646 -5.4595
H -2.8100 -13.5390 0.0917
H -0.5956 -17.3502 0.3913
H -8.5932 -17.8248 -0.8701
H -5.7714 -16.9196 -4.4097
H 2.9750 -19.6739 -2.7486
H -4.0956 -16.3747 -4.5214
H -2.7986 -17.9953 -0.3640
H 0.5360 -14.6971 -3.9069
H -3.5083 -17.6340 -2.5217
H -1.0975 -17.4327 -6.0562
H -4.0900 -23.6466 -3.1152
O -5.9969 -24.0090 0.5725
H -6.9600 -20.4966 0.5403
O -2.4616 -17.6046 0.4881
O -1.0363 -20.1212 -6.0149
H -1.6100 -20.8655 -5.8525
H -7.4866 -17.6594 -2.2183
H -4.0290 -21.0185 0.7235
H -4.3100 -20.4310 -5.1877
H 2.3844 -26.9765 -2.1523
H 1.1165 -21.8766 1.8763
H 0.2307 -19.4106 0.9175
C -4.8229 -22.1900 -0.5724
C -6.0105 -23.1425 -0.5552
H 0.0108 -16.0522 -6.2834
H 0.3633 -19.9584 -4.4554
H 1.8464 -16.4009 0.9921
H -1.4435 -20.6465 0.1134
C -2.7564 -24.4424 2.4765
H -5.9341 -23.7490 -1.4848
H -2.4647 -19.7162 -3.5493
C 1.9727 -25.2766 -1.1161
H -3.7955 -19.9766 -2.2530
H -2.0381 -14.8556 -5.6684
C -0.8774 -16.3781 -5.8070
H 2.2103 -25.7119 -0.1066
C 0.6908 -20.9575 2.1352
H 1.5754 -20.4425 -0.5096
H -3.0736 -25.4101 2.0828
H 1.0995 -23.5121 -0.3774
H -5.1916 -24.0237 1.1061
*
```



No. 3
The following is a quantum chemistry calculation of a cluster of 22 separate species, C21H84ClO25 in total, from the OMol25 dataset.

Gap between HOMO and LUMO, eV: 9.8
Energy relative to the best compared isomer or geometry (same formula, charge and spin), kcal/mol: 13.23
LUMO energy, eV: 2.0
E_tot, a.u.: -3191.13636

The geometry in ORCA input format:
```
! RIJCOSX wB97M-V def2-TZVPD def2/J DEFGRID3
* xyz -1 1
C -0.7632 17.9254 16.9619
H 6.2867 23.4951 10.0105
O 3.3175 24.2401 13.5080
H 6.3626 24.2100 17.5065
C 2.6973 23.0288 19.0776
C 2.9621 27.3072 20.5650
H -1.3754 20.2153 13.3793
O 4.4470 30.5084 12.6987
O -1.2942 24.8065 11.4662
H 6.7485 19.8404 16.9862
H 2.5444 22.3136 18.2693
C 2.9344 18.4108 14.6238
H 3.9643 25.7753 10.2032
O -0.5787 21.2347 14.9365
H 2.7020 27.6682 15.8605
H -2.4059 23.7210 12.7168
H 7.8928 23.3743 17.7257
O 0.9696 23.3609 11.5483
H 8.0060 26.3588 17.9958
C -0.5588 20.9068 13.5868
H 8.4042 24.6780 13.8572
H 0.6447 28.2057 13.9343
O 4.8276 20.7574 16.6166
H 1.9501 21.8962 20.4659
H 1.7750 23.4648 12.0601
H -2.0791 25.3699 13.2967
H 5.0574 18.8602 19.9302
H 5.5588 18.1129 12.2900
H 6.6351 21.5665 16.5638
H 4.1050 26.8213 15.1759
C 3.6498 27.1848 16.0972
C 7.5081 24.0798 14.0219
H 9.6366 26.7394 12.8068
H 3.6529 28.1395 20.4295
O 8.2505 27.1734 17.5505
O 2.5072 22.2034 14.5990
H 3.3532 19.1484 19.4913
C 6.1960 20.5811 16.4082
H 3.8602 28.8589 11.6092
H 3.9998 18.2041 14.7255
H 0.2265 21.7344 15.0902
H 4.3180 28.0051 16.3595
H 8.3575 27.9214 12.7962
O 2.7828 22.3566 20.3384
H 4.4755 19.2279 17.5123
Cl 2.9823 23.5922 14.7244
H 2.3910 26.1842 11.6580
H -0.2409 16.8837 15.3650
H 4.3732 30.8911 11.8214
O 3.6981 26.2270 17.1917
H 6.4654 26.9717 16.5263
H 9.2315 27.6012 11.2914
H 1.8918 23.3415 9.7134
C 8.8299 27.1440 12.1957
C 0.0978 27.3364 13.5693
H 4.0505 17.4802 19.7172
C 7.4999 27.2706 16.3573
H -0.7470 27.0756 14.2069
H 7.3174 25.9870 12.5772
H 4.4004 23.1851 8.9279
C 7.0943 23.8978 18.2516
H 1.6970 17.4269 13.5224
H 2.8511 26.6584 18.7679
H -1.0326 26.8438 11.9485
H 4.1611 28.4630 13.2403
H 5.6432 24.5111 14.0644
O 2.2111 26.8174 19.4656
H 6.2181 20.8797 12.3795
H 2.3130 27.7199 21.3373
H 7.5514 23.7672 15.0652
O -1.9198 24.3495 20.0815
C -1.2921 23.6468 19.0131
O 3.6123 26.6616 10.0932
H 0.3933 28.4868 17.3848
C -1.6436 24.4937 12.8164
O 4.1948 23.6198 15.5423
O 6.4450 24.9724 13.8078
H 0.4268 20.4540 13.4784
H 0.5559 22.1042 9.9710
H -0.4130 18.8588 16.5213
H 2.3971 18.0548 15.5028
C 1.4101 22.6359 10.3903
O 6.1636 18.8354 12.4739
O 7.7963 24.9108 18.8903
H 5.7725 25.0310 10.6426
C 5.4732 20.0845 12.4102
H -1.9970 23.1241 18.3665
H 7.4876 23.2563 13.3081
H 4.9998 20.1594 11.4312
O 4.5477 18.3741 17.9452
O -1.7310 28.6870 17.4877
H -0.4280 17.9225 17.9991
H -0.4638 24.3646 11.2749
C 4.2122 18.4930 19.3481
H 2.7637 19.4866 14.5852
H -0.5830 21.7330 12.8762
H -2.4692 28.3518 18.0019
H -0.8644 24.0287 13.4204
H 7.4400 28.3064 16.0230
H 4.8011 20.2288 13.2561
H 6.3094 20.4514 15.3319
H 7.9790 26.7452 15.5312
H 2.0058 21.7794 10.7058
O -0.1223 16.8354 16.3164
O -0.5096 27.5944 12.2396
C 3.7644 29.2641 12.6166
H 0.8136 26.5220 13.4576
H 1.8120 27.5304 10.7049
H -1.8480 17.8351 16.9074
H 1.8508 23.7154 19.0839
O 2.5944 17.7503 13.4145
H 3.4634 26.4535 21.0211
O 7.8852 26.2158 11.8377
H 4.5620 21.6022 16.2460
H -0.4381 23.0853 19.3919
H 3.3762 25.3976 16.8312
H -0.7827 24.3246 18.3282
C 5.4165 24.0330 10.3867
H 2.7033 29.3513 12.8503
H -0.3344 27.2227 18.1797
H -1.2146 24.8391 20.5112
C -0.4380 28.3017 18.0651
H 1.6714 26.0285 9.9253
H 8.2780 24.5199 19.6229
H 3.5796 23.6174 18.8263
H 6.6211 23.2368 18.9777
H 4.9759 23.5347 11.2501
O 1.9736 24.4031 15.3919
H -0.1428 28.8166 18.9793
O 4.4709 24.0571 9.3232
C 2.3022 26.5592 10.6384
*
```



No. 4
The following is a quantum chemistry calculation of an isolated molecule of C22H11F3O5S, from the OMol25 dataset.

SMILES: O=C(O)c1cc2c(C#Cc3ccsc3)c(-c3ccc(OC(F)(F)F)cc3)oc2cc1O
Gap between HOMO and LUMO, eV: 7.3
LUMO energy, eV: -0.7
E_tot, a.u.: -1918.81562

The geometry in ORCA input format:
```
! RIJCOSX wB97M-V def2-TZVPD def2/J DEFGRID3
* xyz 0 1
F 2.7881 -4.1612 -3.0555
C 1.9792 0.0632 4.9149
C 3.7225 -3.4533 -3.8313
C 3.2545 -1.5027 -2.6182
H 1.4734 -2.5456 2.8178
H -2.5567 1.5808 2.3074
C 2.9720 -1.6391 -1.2516
H 2.7710 -3.4800 4.8093
H 1.6339 -1.2519 0.3002
O -1.0737 0.8885 -1.8164
C -2.7992 1.6906 1.2765
C -0.0500 0.5639 -0.9270
H 3.5759 -2.0956 -0.4339
H -6.0468 3.4593 0.3915
C -2.1025 1.3111 -1.1032
H -3.4556 2.0691 -2.4945
F 3.0399 -3.1560 -5.0544
C 1.8764 -1.0144 -0.7156
C -1.8599 1.2765 0.2525
H 1.7401 1.0811 5.2397
C 1.5898 -0.4676 3.6881
O -4.7844 2.6151 3.0577
O -5.2639 3.1263 -1.2202
C -0.4465 0.7779 0.4233
C 2.5953 -0.5769 -3.4144
C -3.3138 1.9085 -1.4577
C -4.9985 2.8066 1.8781
C 1.4371 0.0387 -2.8957
C -4.0657 2.2479 0.8652
H 2.6222 -0.3841 -4.5238
O -6.1086 3.4079 1.3638
C 1.8912 -1.9188 3.6015
C 1.1173 -0.0273 -1.4563
O 4.2446 -2.2020 -3.3053
C -4.2670 2.4335 -0.5516
C 2.5927 -2.3913 4.6749
C 0.8835 0.2265 2.6973
S 2.8931 -1.1099 5.8701
H 0.7993 0.5382 -3.6756
C 0.4076 0.6706 1.6301
H -5.3710 2.9621 -2.2113
F 4.6634 -4.3664 -4.0463
*
```



No. 5
The following is a quantum chemistry calculation of a structure of composition C22H12BrCo2N2O6, from the OMol25 dataset.

Gap between HOMO and LUMO, eV: 3.7
Energy relative to the best compared isomer or geometry (same formula, charge and spin), kcal/mol: 86.14
LUMO energy, eV: 1.5
E_tot, a.u.: -6745.83963

The geometry in ORCA input format:
```
! RIJCOSX wB97M-V def2-TZVPD def2/J DEFGRID3
* xyz -1 1
H 0.0432 -3.2330 3.0508
C -0.2159 0.1345 -1.2493
O 3.4533 1.3745 1.0000
C -0.0699 1.8928 1.5707
H 1.2796 0.6608 -2.9528
C -1.3008 -1.2143 4.2178
H 1.1245 -6.4796 0.4289
C 0.9328 4.5972 -2.1894
C 1.3387 -4.4955 -0.4283
H -0.3118 -0.7891 -1.8428
C 0.0864 2.3894 -2.7326
N -0.5552 0.5034 -3.9805
C 0.5180 -2.6714 0.9849
H -2.0366 2.3721 -3.2534
N -0.7812 -0.2684 -4.8649
C -2.3872 -1.9267 1.9223
C 1.0318 -5.4043 0.5867
H 1.3357 -2.4550 -1.0060
C -1.4402 4.2715 -2.4470
C 1.1644 3.2760 -2.5821
Co 0.8168 0.3846 1.6970
H -2.4685 4.6061 -2.3128
O -3.0909 -2.7249 1.4796
O -1.3379 -1.5818 5.3113
Br -0.7141 6.7742 -1.2854
C 1.1025 -3.1544 -0.2113
O -0.5700 2.9114 1.3231
C 0.3316 -0.1573 0.0781
H 1.7567 5.2305 -1.8806
H 2.1808 2.8950 -2.6620
C 0.2405 0.9076 -2.7126
C -0.3682 5.0826 -2.0482
C -1.1867 2.9727 -2.8916
C 0.3706 -3.5939 2.0611
O 1.3385 0.2860 4.6460
H 0.4752 -5.6429 2.6901
O -3.1485 1.4601 2.3366
H -1.2340 0.7270 -1.1114
Co -1.2746 -0.7442 2.5256
C -2.3484 0.6290 2.4124
C 2.4306 0.9541 1.3231
C 0.2134 -1.1889 1.0382
C 0.6090 -4.9379 1.8445
C 0.9844 0.2317 3.5352
H 1.6816 -4.8612 -1.4189
*
```